Entry 1:
Here is a molecular structure, C20H28NO2PbS from the Open Molecules 2025 dataset. Energies are from ωB97M-V/def2-TZVPD.

Properties
Orbital gap (alpha / beta): 5.64 / 5.67 eV
Net charge: +1

```
53
Properties=species:S:1:pos:R:3:forces:R:3:lowdin_charge:R:1
O 0.5657 0.4264 -3.9935 0.0 0.3 -1.5 -0.14
C 0.3670 1.7036 -4.6782 0.1 0.5 0.4 -0.16
C 0.2103 1.0763 -6.0618 0.2 -0.3 0.8 -0.07
H 1.2569 2.3344 -4.5599 -0.3 0.0 0.1 0.12
H -0.5360 2.2248 -4.3291 0.3 -0.1 0.1 0.12
C 0.4040 -0.2483 -5.2792 0.0 -0.4 -1.2 -0.58
H 1.0254 1.3028 -6.7565 -0.4 0.0 0.0 0.12
H -0.7943 1.1709 -6.4885 0.4 0.1 -0.1 0.12
C 1.6246 -1.0250 -5.7245 0.0 -0.1 0.2 -0.02
H 2.5217 -0.3988 -5.7206 -0.1 -0.1 0.1 0.09
H 1.4435 -1.3633 -6.7525 0.1 0.0 0.2 0.10
H 1.7683 -1.9072 -5.0888 0.1 0.2 -0.1 0.09
C -0.8260 -1.1231 -5.3737 0.0 -0.1 0.2 -0.03
H -1.7325 -0.5723 -5.1059 0.1 -0.1 0.1 0.09
H -0.7191 -2.0155 -4.7492 -0.2 0.1 0.0 0.09
H -0.9195 -1.4415 -6.4198 -0.1 0.0 0.2 0.10
Pb 0.5550 0.7673 3.4141 -0.3 -0.4 0.6 1.45
C -2.1416 -0.3822 4.5304 0.1 -1.9 -1.9 -0.12
C -2.2489 1.0308 4.6826 -0.5 1.2 -0.7 -0.11
C -2.4628 1.5957 3.3933 0.4 0.2 -0.3 -0.14
H -2.2253 1.5669 5.6307 0.0 -0.2 -0.3 0.13
C -2.4888 0.5338 2.4462 -0.5 1.7 0.2 -0.10
C -2.2908 -0.6872 3.1497 0.5 -1.0 2.5 -0.12
H -2.3113 -1.6900 2.7146 0.0 0.5 0.2 0.12
H -2.0111 -1.1012 5.3400 0.0 0.3 -0.3 0.11
H -2.6424 2.6526 3.1755 0.1 -0.5 0.1 0.11
H -2.7028 0.6268 1.3777 0.1 0.0 0.5 0.12
C 1.4095 -2.0538 4.8379 -1.7 -1.0 -0.3 -0.07
C 0.4247 -2.5196 3.9227 0.6 0.4 0.1 -0.11
C 0.8794 -2.2374 2.6018 -0.9 -0.8 1.1 -0.10
H -0.4890 -3.0407 4.1839 0.2 0.1 0.0 0.11
C 2.1503 -1.5875 2.6972 1.7 1.0 2.1 -0.17
C 2.4816 -1.4748 4.0915 0.3 0.4 -3.0 -0.12
H 3.3964 -1.0699 4.5057 -0.1 0.0 -0.1 0.12
H 1.3649 -2.1586 5.9200 0.0 0.1 -0.3 0.12
H 0.3787 -2.5277 1.6795 0.1 0.1 0.3 0.12
H 2.7774 -1.2951 1.8564 -0.2 -0.1 0.3 0.11
O 0.5540 0.6857 0.6440 0.2 0.4 0.4 -0.34
C -0.0752 -0.2547 -0.2519 0.1 -0.2 0.0 -0.19
C -0.5363 0.5573 -1.4446 -0.5 0.2 0.4 -0.15
H -0.9225 -0.7310 0.2674 0.3 0.1 -0.1 0.10
H 0.6581 -1.0356 -0.5086 -0.1 0.3 0.0 0.13
C 0.3511 1.8082 -1.4210 0.5 -0.4 -0.1 -0.15
H -1.5826 0.8369 -1.2775 0.1 0.1 -0.1 0.12
H -0.4613 0.0138 -2.3768 0.0 0.1 0.1 0.09
C 0.5988 2.0211 0.0598 -0.3 0.1 0.2 -0.19
H -0.0960 2.6620 -1.9288 0.0 0.0 0.2 0.12
H 1.3163 1.6067 -1.8995 -0.2 -0.1 -0.1 0.12
H -0.1976 2.6471 0.5142 0.3 -0.3 -0.1 0.12
H 1.5842 2.4612 0.2851 -0.4 -0.2 -0.1 0.13
S 1.2311 1.5998 6.0436 0.4 0.5 -1.0 0.47
C 0.3667 0.4371 6.8323 -2.2 -3.0 1.9 -0.93
N -0.2518 -0.4082 7.3928 1.6 2.3 -1.6 0.07
```
Positions in Å, forces in eV/Å.

Entry 2:
Here is a molecular structure, C20H28NO3Zn from the Open Molecules 2025 dataset. Energies are from ωB97M-V/def2-TZVPD.

Properties
Orbital gap: 3.55 eV
Net charge: -1

```
53
Properties=species:S:1:pos:R:3:forces:R:3:lowdin_charge:R:1
O 4.5163 -1.1514 -0.5010 0.3 0.0 -0.1 -0.10
C 5.2225 -1.5320 0.6988 -0.2 0.0 0.0 -0.17
C 6.5776 -1.2340 0.0667 0.1 0.0 0.0 -0.08
H 5.0414 -2.5767 0.9618 0.0 0.0 0.0 0.11
H 4.9475 -0.9028 1.5483 0.0 0.0 0.0 0.11
C 5.7765 -0.8367 -1.1889 -0.2 -0.1 0.2 -0.57
H 7.2308 -2.0931 -0.0639 0.0 0.0 0.0 0.11
H 7.1380 -0.4227 0.5242 0.0 0.1 0.0 0.11
C 5.9649 -1.7353 -2.3872 0.0 -0.1 -0.1 -0.02
H 5.8930 -2.7825 -2.0994 0.0 -0.1 0.0 0.09
H 6.9409 -1.5698 -2.8446 0.1 0.0 0.0 0.09
H 5.2001 -1.5367 -3.1371 -0.1 0.0 0.0 0.09
C 5.8291 0.6277 -1.5526 0.0 0.1 0.0 -0.02
H 5.6689 1.2494 -0.6740 0.0 0.0 0.1 0.09
H 5.0567 0.8668 -2.2826 -0.1 0.0 0.0 0.09
H 6.7970 0.8844 -1.9846 0.1 0.0 0.0 0.09
Zn -3.3233 0.3721 0.4301 1.3 -0.2 -0.4 0.76
C -4.2941 2.4934 0.8579 1.0 2.8 1.0 -0.21
C -4.4062 1.7187 2.0254 1.5 2.6 3.0 -0.25
C -3.0988 1.4990 2.5181 -0.7 -0.4 0.4 -0.18
H -5.3130 1.3309 2.4546 0.8 0.7 0.9 0.09
C -2.1935 2.1424 1.6567 0.9 0.1 -0.6 -0.22
C -2.9221 2.7415 0.6164 -0.4 0.5 0.4 -0.18
H -2.5123 3.2868 -0.2173 0.1 0.0 -0.1 0.09
H -5.1143 2.8289 0.2483 0.1 0.0 -0.1 0.10
H -2.8495 0.9009 3.3752 0.1 0.0 0.3 0.07
H -1.1209 2.1333 1.7519 0.2 0.0 0.0 0.08
C -5.1265 0.0783 -1.1050 -0.5 -0.6 -5.0 -0.29
C -4.2050 0.9926 -1.6679 -0.9 -0.3 -1.2 -0.19
C -2.9949 0.3125 -1.9053 0.5 -0.3 0.1 -0.21
H -4.3902 2.0300 -1.8813 0.0 0.1 0.0 0.09
C -3.1833 -1.0345 -1.5100 1.0 0.1 0.1 -0.21
C -4.4939 -1.1745 -1.0322 -0.6 -0.5 -0.4 -0.18
H -4.9095 -2.0629 -0.5953 -0.2 -0.2 0.0 0.08
H -6.1295 0.2995 -0.7816 0.4 -0.9 -3.2 0.07
H -2.1099 0.7353 -2.3488 0.2 0.0 0.0 0.08
H -2.4360 -1.8093 -1.5127 0.2 -0.1 -0.1 0.08
O -1.2148 -0.3916 0.5887 0.7 -0.6 0.5 -0.23
C -0.1587 0.1658 -0.2233 -0.3 -0.1 0.0 -0.19
C 1.1159 -0.0230 0.5737 0.0 0.1 0.0 -0.16
H -0.3991 1.2055 -0.4308 -0.1 0.1 0.0 0.11
H -0.1298 -0.3793 -1.1682 0.0 -0.1 0.0 0.12
C 0.8173 -1.2958 1.3552 0.1 -0.2 0.1 -0.16
H 1.2654 0.8141 1.2557 0.0 0.1 0.1 0.11
H 1.9926 -0.0984 -0.0654 0.1 -0.1 0.0 0.10
C -0.6433 -1.1229 1.7079 -0.4 0.6 -0.5 -0.16
H 1.4392 -1.4131 2.2397 0.1 0.0 0.1 0.11
H 0.9576 -2.1731 0.7239 0.0 0.0 -0.1 0.12
H -0.7794 -0.5261 2.6102 0.0 0.1 0.1 0.11
H -1.2074 -2.0405 1.8187 0.0 -0.3 0.0 0.12
O -7.8441 0.8782 1.0151 4.2 -0.2 -0.9 -0.05
C -6.5914 0.7379 0.8530 4.6 -1.2 1.4 -0.34
N -5.2946 0.5928 0.6852 -13.9 -1.8 4.1 -0.10
```
Positions in Å, forces in eV/Å.

Entry 3:
Here is a molecular structure, C20H29DyN3SSi from the Open Molecules 2025 dataset. Energies are from ωB97M-V/def2-TZVPD.

Properties
Spin multiplicity: 6
Orbital gap (alpha / beta): 7.66 / 7.64 eV
Net charge: +1

```
55
Properties=species:S:1:pos:R:3:forces:R:3:lowdin_charge:R:1
Dy 0.0000 0.0000 0.0000 0.2 -1.0 1.4 1.11
C -1.2014 -1.8786 -0.8499 -3.1 12.7 3.9 -0.33
Si -1.7627 -0.6598 -2.2100 -2.2 -2.8 -1.6 0.59
C -2.2526 1.0803 -1.5076 0.2 -0.7 -0.3 -0.22
N -1.1783 1.8387 -0.8336 -0.6 0.2 -0.1 -0.39
C -1.7229 2.8260 0.1215 0.0 0.8 1.2 -0.17
C -1.5283 4.2992 -0.2624 0.2 0.1 -0.1 -0.17
C -1.7458 4.5099 -1.7533 -0.4 0.1 0.0 -0.18
C -0.8155 3.6178 -2.5763 0.1 0.0 -0.4 -0.16
C -0.2215 2.4664 -1.7565 0.5 0.6 -0.3 -0.22
C -0.6666 -0.5684 -3.7361 0.4 0.4 0.1 -0.28
C 0.5282 -1.3020 -3.8297 0.0 0.2 -0.3 -0.11
C 1.3207 -1.2311 -4.9788 -0.1 0.1 0.1 -0.10
C 0.9361 -0.4272 -6.0493 0.1 0.0 0.1 -0.08
C -0.2413 0.3108 -5.9742 -0.2 0.0 0.2 -0.07
C -1.0363 0.2428 -4.8290 0.4 -0.2 0.0 -0.09
C -3.4285 -1.4738 -2.8694 0.4 1.0 0.4 -0.22
C -4.6109 -1.3453 -2.1126 0.0 -0.3 -0.5 -0.11
C -5.8015 -1.9316 -2.5469 0.2 0.0 0.1 -0.08
C -5.8299 -2.6558 -3.7354 0.2 0.0 0.0 -0.08
C -4.6662 -2.8017 -4.4880 0.1 0.1 0.2 -0.08
C -3.4692 -2.2216 -4.0584 -0.3 0.1 0.2 -0.09
H -0.9754 -2.7100 -1.1224 2.6 -10.0 -3.3 -0.14
H -2.1309 -1.8137 -0.1793 1.1 -0.4 -0.6 0.04
H -3.0236 0.8349 -0.7679 0.1 0.2 0.0 0.09
H -2.7425 1.6628 -2.2953 0.0 -0.1 0.0 0.11
H -1.2302 2.6603 1.0876 0.0 0.0 0.1 0.11
H -2.7904 2.6553 0.3106 0.3 -0.2 -0.3 0.13
H -0.5161 4.6247 0.0094 -0.1 0.0 0.0 0.12
H -2.2231 4.9234 0.3109 0.2 -0.2 0.0 0.13
H -1.5919 5.5615 -2.0194 -0.1 -0.2 0.1 0.12
H -2.7883 4.2747 -2.0019 0.1 0.1 0.1 0.12
H 0.0082 4.2218 -2.9757 0.0 -0.3 0.0 0.12
H -1.3616 3.2328 -3.4454 0.2 0.0 0.1 0.11
H 0.6221 2.8478 -1.1651 -0.2 0.0 0.1 0.12
H 0.2356 1.7338 -2.4271 -0.3 -0.2 0.0 0.10
H 0.8591 -1.9407 -3.0121 -0.2 0.1 -0.1 0.09
H 2.2403 -1.8077 -5.0375 -0.1 0.0 0.0 0.10
H 1.5527 -0.3772 -6.9424 -0.1 0.0 0.1 0.11
H -0.5458 0.9367 -6.8092 0.0 -0.1 0.1 0.11
H -1.9570 0.8252 -4.8064 0.1 -0.1 0.1 0.11
H -4.6243 -0.8014 -1.1707 0.1 0.0 -0.1 0.09
H -6.7058 -1.8280 -1.9527 0.1 0.0 -0.1 0.11
H -6.7563 -3.1136 -4.0712 0.1 0.1 0.0 0.11
H -4.6872 -3.3748 -5.4115 0.0 0.1 0.1 0.11
H -2.5780 -2.3701 -4.6650 -0.1 0.1 0.1 0.10
N 5.1291 0.1332 -0.6198 -0.7 0.3 0.4 0.12
C 4.0652 -0.0006 -1.4377 2.2 0.0 -0.8 -0.89
N 4.3777 -0.1344 -2.7425 -0.7 -0.3 0.1 0.13
S 2.5086 0.0000 -0.8874 -0.6 0.0 0.3 0.61
H 6.0049 0.4732 -0.9908 0.0 -0.2 0.0 0.13
H 4.9372 0.3551 0.3505 0.1 -0.1 -0.2 0.12
H 5.2925 -0.4722 -3.0060 0.0 0.2 0.0 0.13
H 3.6184 -0.3543 -3.3772 0.1 0.1 0.1 0.09
H 0.0000 0.0000 2.0512 -0.1 0.1 -0.7 -0.18
```
Positions in Å, forces in eV/Å.

Entry 4:
Here is a molecular structure, C20H29InNO3S from the Open Molecules 2025 dataset. Energies are from ωB97M-V/def2-TZVPD.

Properties
Orbital gap: 7.38 eV
Net charge: -1

```
55
Properties=species:S:1:pos:R:3:forces:R:3:lowdin_charge:R:1
N 3.7004 -0.0678 0.2375 0.5 0.4 -0.2 0.03
C 2.8010 0.6537 -0.3141 -0.3 -0.9 0.2 -0.39
C 1.3649 0.3170 -0.4031 0.4 0.7 0.1 -0.24
In 0.7431 -0.5361 -2.3825 -0.4 -0.1 -0.2 0.85
O 1.2640 0.8262 -3.8840 -0.2 -0.1 0.3 -0.42
C -1.4897 -0.6781 -2.4041 0.8 0.0 0.5 -0.28
C -2.0103 -1.5109 -1.2308 -0.4 0.3 -0.6 -0.40
C -3.4818 -1.8534 -1.4706 0.1 0.0 -0.2 -0.57
S -4.1337 -2.9861 -0.1996 0.1 -0.1 0.2 0.72
C 1.6593 -2.5081 -2.8640 0.2 0.3 0.5 -0.23
C 2.7079 -2.9917 -1.8633 -0.3 0.4 -0.7 -0.26
O 2.2007 -4.1687 -1.1669 0.7 -0.4 0.3 -0.05
C 2.7510 -4.4184 0.0241 0.0 1.0 1.1 -0.35
O 2.9902 -3.6044 0.8959 -0.1 -0.7 -1.1 0.05
H 3.2821 -0.9140 0.6230 -0.1 -0.1 0.1 0.01
H 3.1298 1.5804 -0.7797 0.0 0.2 -0.1 0.07
H 0.8063 1.2512 -0.3101 -0.3 0.0 -0.2 0.03
H 1.1084 -0.3015 0.4544 -0.2 -0.3 -0.1 0.04
H 2.2079 0.7896 -4.0291 0.3 0.0 -0.1 -0.08
H -1.8529 0.3433 -2.3177 -0.3 0.1 -0.2 0.03
H -1.7989 -1.1242 -3.3470 -0.1 0.1 -0.2 0.03
H -1.4523 -2.4370 -1.1182 0.1 -0.1 0.2 0.08
H -1.9375 -0.9067 -0.3289 0.2 -0.2 0.3 0.10
H -3.5585 -2.2913 -2.4600 -0.1 -0.3 0.0 0.07
H -4.0654 -0.9387 -1.4898 -0.2 0.1 0.1 0.06
H -4.9306 -3.8194 -0.8811 0.0 0.2 -0.3 -0.17
H 2.1146 -2.4539 -3.8489 -0.1 0.0 -0.2 0.03
H 0.8697 -3.2539 -2.9005 -0.1 -0.1 -0.1 0.03
H 3.5980 -3.3166 -2.4034 0.2 -0.2 0.1 0.11
H 3.0126 -2.2367 -1.1509 -0.1 0.0 0.3 0.07
H 2.9734 -5.4821 0.1864 -0.3 -0.1 -0.2 0.13
C 3.2000 4.7473 -1.8081 0.0 -0.1 -0.1 -0.08
C 3.9942 4.5848 -0.6843 0.1 0.0 0.1 -0.09
C 4.2157 5.6536 0.1734 0.0 0.0 0.0 -0.10
C 3.6309 6.8845 -0.0908 0.0 0.0 0.0 -0.11
C 2.8301 7.0458 -1.2141 0.0 0.0 0.0 -0.11
C 2.6168 5.9779 -2.0751 0.0 0.0 0.0 -0.10
H 3.0378 3.9067 -2.4711 -0.1 0.0 0.0 0.10
H 4.4455 3.6228 -0.4779 0.0 0.0 0.0 0.10
H 4.8414 5.5262 1.0474 0.0 0.0 0.0 0.10
H 3.7978 7.7184 0.5795 0.0 0.0 0.0 0.09
H 2.3717 8.0054 -1.4181 0.0 0.0 0.0 0.09
H 1.9957 6.1027 -2.9525 0.0 0.0 0.0 0.10
C -4.4741 -3.0863 4.3108 0.0 0.0 0.0 -0.09
C -4.5746 -2.6130 5.6121 0.0 0.0 0.0 -0.11
C -4.7272 -1.2535 5.8459 0.0 0.0 0.0 -0.11
C -4.7860 -0.3696 4.7773 0.0 0.0 0.0 -0.10
C -4.6884 -0.8455 3.4767 0.0 0.0 0.0 -0.09
C -4.5293 -2.2037 3.2400 0.0 -0.1 -0.1 -0.10
H -4.3507 -4.1465 4.1290 0.0 0.0 0.0 0.10
H -4.5321 -3.3036 6.4452 0.0 0.0 0.0 0.09
H -4.7991 -0.8825 6.8606 0.0 0.0 0.0 0.09
H -4.9067 0.6909 4.9587 0.0 0.0 0.0 0.10
H -4.7345 -0.1565 2.6428 0.0 0.0 0.0 0.10
H -4.4489 -2.5680 2.2192 0.0 0.1 0.3 0.00
```
Positions in Å, forces in eV/Å.